Entry 1:
ORCA calculation (ωB97M-V with the def2-TZVPD basis set) on a structure of composition Cl7O28Pb at a distorted geometry.

Structure (XYZ):
```
36
Properties=species:S:1:pos:R:3:forces:R:3
Pb 0.27155 0.05130 -0.02278 0.62 -0.11 0.24
Cl -0.38244 -3.91148 1.57278 -0.74 0.45 -4.47
O -1.16220 -3.68409 0.33114 0.91 0.29 1.37
O -1.32222 -4.12589 2.61892 -0.11 -1.22 1.47
O 0.46876 -5.08167 1.22426 -0.38 1.06 1.87
O 0.38318 -2.71861 1.90695 0.34 -0.64 -0.21
Cl -0.29644 2.59718 3.61884 -1.50 0.08 -3.33
O 0.27304 3.81406 3.29490 2.40 4.25 -0.73
O -0.19490 1.79066 2.42020 0.69 -1.76 0.25
O 0.34907 2.12558 4.76611 0.66 -2.14 2.04
O -1.67759 2.83920 3.79071 -2.29 -0.43 1.63
Cl 3.38007 1.21655 1.64441 -0.60 -5.87 -7.28
O 3.26122 2.04837 2.71815 1.23 3.54 3.42
O 4.74858 0.78361 1.12471 -2.06 2.27 2.03
O 2.70147 -0.03450 1.97404 -0.11 0.01 0.11
O 2.61899 1.76592 0.45041 0.94 -0.21 1.52
Cl 2.89554 -2.09785 -1.80265 4.82 3.82 -2.64
O 4.11738 -1.87790 -1.01666 -0.14 -1.44 -0.96
O 2.71156 -0.94358 -2.63072 -0.91 1.66 0.50
O 2.97760 -3.11103 -2.81089 0.21 -2.90 0.86
O 1.89179 -2.22380 -0.85932 -4.11 -1.07 2.32
Cl 2.17129 2.49651 -4.16766 2.06 -1.05 3.86
O 3.55650 2.85107 -3.76779 -1.12 0.68 -0.98
O 1.43794 2.23527 -2.95804 -0.40 0.42 0.03
O 1.52849 3.53654 -4.89185 -0.33 1.49 -1.27
O 2.24917 1.30155 -4.90845 -0.13 -1.22 -1.96
Cl -5.39830 -0.82948 1.19132 2.10 -1.80 0.31
O -4.22687 -0.17545 1.83129 -2.27 -0.82 -0.44
O -4.85785 -1.76614 0.17921 -1.28 1.46 0.92
O -6.22508 -1.62788 2.13352 0.90 0.60 -0.04
O -6.29670 0.15748 0.65099 -0.05 0.52 -0.64
Cl -2.46504 0.53725 -1.86807 2.68 -3.42 -4.17
O -3.83552 0.85926 -1.92572 -0.98 -0.02 1.30
O -1.91566 0.54991 -3.18595 -0.64 0.33 -2.04
O -1.65098 1.49045 -1.20109 0.69 1.77 3.41
O -2.08533 -0.83830 -1.42535 -1.09 1.42 1.74
```
Forces are in eV/Å.

Output
* molar mass: 903.34 g/mol
* energy relative to the best compared isomer or geometry (same formula, charge and spin): 42.4 kcal/mol
* multiplicity: 1
* HOMO-LUMO gap: 7.71 eV
* F_max: 9.38 eV/A
* E_LUMO: 10.0220 eV
* charge: -5



Entry 2:
ORCA calculation (ωB97M-V with the def2-TZVPD basis set) on a structure of composition Cl8Mg3N6O50 at a distorted geometry.

Structure (XYZ):
```
67
Properties=species:S:1:pos:R:3:forces:R:3
Mg 1.79572 2.76126 0.82343 0.95 -1.50 -0.35
Mg 0.88278 -2.18485 0.77828 0.52 -1.65 -0.45
Mg -2.04818 1.23690 -2.72052 0.89 -0.02 0.60
Cl 4.23980 -0.16892 0.39671 -0.51 0.34 -0.12
O 4.10605 1.18714 -0.11804 -0.36 -0.02 -0.45
O 5.17163 -0.11887 1.48300 1.80 -0.62 -0.30
O 2.99840 -0.52607 1.07236 -0.77 -0.64 -1.22
O 4.62423 -1.06062 -0.72220 -0.45 1.04 2.11
Cl -0.94887 -3.68318 3.25957 -4.03 -1.71 -2.25
O -2.28645 -3.40885 3.09030 -4.54 1.87 -2.41
O -0.87719 -5.07757 2.89130 3.00 -0.58 -1.10
O -0.17833 -2.65963 2.61606 2.05 -0.04 -1.55
O -0.81247 -3.58022 4.60530 3.71 0.32 7.21
Cl -4.02197 0.50409 -0.06088 1.22 -4.30 6.36
O -5.43967 0.77514 0.10634 0.46 1.24 -0.02
O -3.06744 1.50501 0.53228 -2.56 -1.89 -0.41
O -3.84494 -0.98772 0.39404 -0.02 4.66 -0.54
O -3.70086 0.46318 -1.40775 1.07 0.89 -6.45
Cl -4.58603 -0.38234 4.09158 2.47 5.17 -1.31
O -5.00766 1.09256 4.02026 -0.18 -1.93 1.62
O -4.82592 -0.97147 5.40337 -1.26 -0.33 0.23
O -5.32611 -0.94540 3.01433 -0.44 -1.90 0.33
O -3.14864 -0.35102 3.90578 -1.40 -0.92 -0.05
Cl -2.64405 4.22806 -2.81872 -0.06 -6.42 4.24
O -1.93013 5.25639 -3.38185 1.20 3.08 -2.03
O -2.74280 3.02417 -3.60978 -3.49 -0.30 -6.07
O -1.86124 3.46087 -1.86968 1.22 2.88 4.33
O -3.93798 4.66370 -2.31383 0.73 0.26 -0.74
Cl 1.44261 1.64588 -4.41484 -5.49 -4.33 6.19
O 2.22117 2.41845 -3.51490 1.06 -0.20 0.53
O 1.62945 2.12085 -5.67933 0.76 2.24 -5.91
O 1.55741 0.19749 -4.38517 2.19 0.95 -0.20
O -0.00498 1.75143 -3.98298 1.01 1.73 -0.92
Cl -0.10826 2.62759 3.23340 -6.10 -2.90 7.54
O 0.21549 3.32082 4.49902 2.05 1.07 -1.95
O 0.49837 1.34469 3.21036 0.89 -0.16 -0.78
O -1.61706 2.44376 3.55529 3.07 0.75 -3.29
O 0.24558 3.30076 2.00652 0.32 1.86 -1.53
Cl -1.39007 -4.84347 -0.93857 5.48 4.64 -3.72
O -0.53736 -5.97598 -1.04386 2.04 -1.13 -0.97
O -2.42121 -5.29130 -0.21767 -7.92 -2.19 3.47
O -0.81545 -3.73325 -0.20991 1.16 0.11 0.71
O -1.67284 -4.25903 -2.25587 -0.63 -1.70 0.76
N 2.18540 -3.19785 -1.93358 1.38 -1.72 0.03
O 2.60151 -2.59580 -2.93036 0.32 -1.98 -1.18
O 1.78372 -2.45037 -1.06134 -1.92 1.60 2.92
O 2.23980 -4.46665 -1.67757 0.08 2.35 -1.67
N 2.54826 4.75924 -1.47021 1.17 1.98 -1.80
O 3.70446 5.16132 -1.53550 1.83 2.62 -1.73
O 2.45683 3.87221 -0.68465 -2.74 -4.83 4.49
O 1.60880 5.18173 -2.12180 -0.33 0.59 -0.25
N 0.07077 0.34647 -0.50149 -2.62 0.81 -1.82
O 0.00016 -0.47537 0.39490 -1.15 -1.74 -0.01
O -0.67984 0.45730 -1.51289 -0.19 -2.20 1.35
O 0.84717 1.22947 -0.39721 4.00 4.18 1.10
N -2.28457 -1.20689 -4.62750 -0.96 -0.79 -3.00
O -2.19631 -0.22349 -3.96404 1.11 6.06 1.91
O -2.67199 -2.15334 -4.06755 -1.29 -5.26 1.22
O -2.12478 -1.16947 -5.87147 0.46 0.20 -0.78
N 3.47213 -3.78653 1.80697 3.05 1.62 2.22
O 3.85917 -3.45336 2.95897 1.60 -1.37 0.54
O 2.36457 -3.34843 1.59798 -2.86 -0.49 -2.69
O 4.26481 -4.35370 1.01020 -1.63 0.01 0.41
N 4.03078 2.74307 3.31319 5.17 -2.76 2.67
O 3.44602 2.83142 4.32222 -1.69 1.44 6.62
O 3.39180 2.73456 2.35660 -4.55 0.87 -9.77
O 5.25675 2.44378 3.27377 0.65 1.09 0.07
```
Forces are in eV/Å.

Output
* molar mass: 1240.53 g/mol
* multiplicity: 1
* HOMO-LUMO gap: 4.50 eV
* F_max: 10.81 eV/A
* E_LUMO: 12.9313 eV
* charge: -8



Entry 3:
ORCA calculation (ωB97M-V with the def2-TZVPD basis set) on a structure of composition Cl9HfO36 at a distorted geometry.

Structure (XYZ):
```
46
Properties=species:S:1:pos:R:3:forces:R:3
Hf 0.22807 -0.13704 0.01454 -2.07 0.58 1.18
Cl -2.77893 -2.02404 0.97254 -1.86 -3.39 -0.01
O -1.98093 -0.83104 0.64154 -1.30 -0.66 0.39
O -3.51793 -2.55004 -0.22446 1.45 1.55 1.58
O -1.91793 -3.08604 1.48454 -0.37 1.22 -0.72
O -3.80293 -1.81704 2.02554 1.20 1.18 -1.12
Cl 3.24407 1.20296 1.39854 2.62 5.43 -2.85
O 3.12207 2.69296 1.16854 -0.26 -3.56 0.87
O 4.51107 0.87696 0.57454 -3.50 -0.60 2.65
O 3.48407 1.01496 2.81554 -0.99 -1.34 -1.04
O 1.91207 0.57796 0.83954 5.38 1.47 2.85
Cl 3.16407 -1.06004 -1.43646 4.02 -0.92 -1.11
O 4.05607 0.10096 -1.81746 -2.80 -2.32 -0.16
O 3.59807 -1.54304 -0.14446 -0.64 -0.20 -1.19
O 1.73707 -0.66304 -1.29746 3.01 -0.35 -2.91
O 3.36107 -2.17604 -2.48746 -0.89 3.28 2.21
Cl 0.50507 3.19996 -1.23746 0.91 0.98 -0.50
O 0.41407 3.34796 -2.76246 0.33 0.15 3.77
O -0.65393 3.80396 -0.53146 2.97 -0.98 -2.12
O 0.52507 1.69896 -0.99646 0.53 2.80 -1.14
O 1.83307 3.74796 -0.70346 -3.68 -1.03 -2.00
Cl -0.67393 2.45596 2.21954 -0.11 2.14 0.80
O -0.99493 2.04496 3.61454 0.35 -0.19 -2.27
O 0.63007 3.06996 2.18154 -0.47 -0.28 0.50
O -0.58593 1.31896 1.27154 -1.08 0.54 2.21
O -1.67793 3.37996 1.72554 1.11 -1.57 1.65
Cl -3.38193 1.96496 -0.62946 -1.44 3.14 0.22
O -3.36293 3.35596 0.00254 -0.95 -2.80 -1.47
O -4.32193 1.10596 0.15454 1.93 0.92 -1.05
O -3.90093 2.10696 -1.99646 -0.35 0.19 1.04
O -2.01093 1.51596 -0.74346 -1.81 -0.24 0.49
Cl 1.09007 -1.99304 2.74354 -0.36 -2.79 1.01
O 2.51507 -1.77704 2.41454 -2.43 -0.51 0.81
O 0.26207 -1.00604 1.95054 0.89 -1.32 2.93
O 0.60407 -3.38904 2.34454 1.92 3.90 1.66
O 0.84807 -1.78904 4.25954 0.49 -0.13 -3.87
Cl 0.13907 -3.56504 -0.97246 0.93 -0.17 2.02
O 1.40107 -3.65104 -1.76746 -2.94 -0.58 1.27
O 0.10807 -4.64704 0.14654 -0.03 2.74 -3.99
O 0.28107 -2.19404 -0.23546 -0.81 -4.46 -0.75
O -1.08793 -3.54104 -1.79246 2.45 -0.36 1.62
Cl -1.37393 -0.23804 -3.08846 -2.74 1.67 -0.05
O -1.25693 -1.56404 -3.82746 0.83 3.55 1.29
O -0.68593 -0.40004 -1.70846 -2.64 -0.94 -4.89
O -0.71593 1.05596 -3.66746 -1.72 -4.64 0.91
O -2.88893 0.00096 -2.89646 4.90 -1.09 -0.71
```
Forces are in eV/Å.

Output
* molar mass: 1073.53 g/mol
* energy relative to the best compared isomer or geometry (same formula, charge and spin): 0.0 kcal/mol
* multiplicity: 1
* HOMO-LUMO gap: 6.67 eV
* F_max: 6.67 eV/A
* E_LUMO: 10.2685 eV
* charge: -5



Entry 4:
ORCA calculation (ωB97M-V with the def2-TZVPD basis set) on a structure of composition ClCr at a distorted geometry.

Structure (XYZ):
```
2
Properties=species:S:1:pos:R:3:forces:R:3
Cr -0.19347 1.24349 -0.39219 -0.27 1.76 -0.55
Cl 0.19347 -1.24349 0.39219 0.27 -1.76 0.55
```
Forces are in eV/Å.

Output
* molar mass: 87.45 g/mol
* energy relative to the best compared isomer or geometry (same formula, charge and spin): 0.4 kcal/mol
* multiplicity: 9
* HOMO-LUMO gap (spin up / spin down): 7.22 / 8.52 eV
* F_max: 1.86 eV/A
* ⟨S²⟩: 20.002
* E_LUMO (spin up / spin down): -3.7474 / -13.5296 eV
* charge: +1



Entry 5:
ORCA calculation (ωB97M-V with the def2-TZVPD basis set) on a structure of composition ClCrKO14S2V at a distorted geometry.

Structure (XYZ):
```
20
Properties=species:S:1:pos:R:3:forces:R:3
O 19.44428 1.66101 26.69269 -1.45 1.72 -3.72
V 18.97734 2.22293 25.21002 2.06 -1.70 1.63
O 18.18944 1.05245 24.47917 0.69 1.46 0.85
K 21.64277 -2.62332 22.71408 -0.05 0.50 0.46
Cr 21.09274 2.83704 21.72080 -0.83 2.59 1.59
S 18.34606 2.45653 20.95570 -1.96 1.32 -5.65
O 17.90891 1.27403 20.23855 -0.39 -1.18 -0.09
O 19.10002 3.23550 19.96612 0.74 0.76 -1.13
O 17.23534 3.18397 21.41507 -2.11 0.75 1.36
O 19.33329 2.14718 21.90928 3.81 -2.41 5.49
S 19.58686 5.07956 23.54399 -0.74 8.61 -6.20
O 19.41506 4.01534 24.43685 -1.40 -7.03 6.56
O 20.79755 4.67234 22.73309 1.71 -2.42 -1.65
O 18.43218 5.22327 22.68898 -0.45 -1.44 -0.48
O 19.83978 6.40104 24.07222 1.08 -1.12 1.57
Cl 22.27909 1.00569 24.64658 -1.23 -1.68 7.53
O 23.45671 1.16416 23.96497 3.24 1.09 -2.34
O 21.82641 -0.33100 24.55385 -0.59 -3.18 -1.41
O 22.36554 1.25628 26.09132 0.51 0.60 -2.53
O 21.24125 1.80052 24.09483 -2.63 2.76 -1.84
```
Forces are in eV/Å.

Output
* molar mass: 465.61 g/mol
* multiplicity: 6
* HOMO-LUMO gap (spin up / spin down): 5.86 / 4.70 eV
* F_max: 10.63 eV/A
* ⟨S²⟩: 8.783
* E_LUMO (spin up / spin down): -2.3500 / -3.3980 eV



Entry 6:
ORCA calculation (ωB97M-V with the def2-TZVPD basis set) on a structure of composition ClCuFZn at a distorted geometry.

Structure (XYZ):
```
4
Properties=species:S:1:pos:R:3:forces:R:3
Cu -0.54943 0.75430 2.35614 0.11 -0.06 0.03
Zn 1.18770 -0.34396 -0.98677 -1.09 0.07 0.30
F 0.40101 0.01507 0.64300 0.35 0.05 -0.27
Cl -1.03929 -0.42541 -2.01237 0.63 -0.06 -0.06
```
Forces are in eV/Å.

Output
* molar mass: 183.39 g/mol
* energy relative to the best compared isomer or geometry (same formula, charge and spin): 0.0 kcal/mol
* multiplicity: 2
* HOMO-LUMO gap (spin up / spin down): 7.27 / 5.49 eV
* F_max: 1.14 eV/A
* ⟨S²⟩: 0.753
* E_LUMO (spin up / spin down): -12.4909 / -14.2651 eV
* charge: +2



Copy entry 3 word for word.
ORCA calculation (ωB97M-V with the def2-TZVPD basis set) on a structure of composition Cl9HfO36 at a distorted geometry.

Structure (XYZ):
```
46
Properties=species:S:1:pos:R:3:forces:R:3
Hf 0.22807 -0.13704 0.01454 -2.07 0.58 1.18
Cl -2.77893 -2.02404 0.97254 -1.86 -3.39 -0.01
O -1.98093 -0.83104 0.64154 -1.30 -0.66 0.39
O -3.51793 -2.55004 -0.22446 1.45 1.55 1.58
O -1.91793 -3.08604 1.48454 -0.37 1.22 -0.72
O -3.80293 -1.81704 2.02554 1.20 1.18 -1.12
Cl 3.24407 1.20296 1.39854 2.62 5.43 -2.85
O 3.12207 2.69296 1.16854 -0.26 -3.56 0.87
O 4.51107 0.87696 0.57454 -3.50 -0.60 2.65
O 3.48407 1.01496 2.81554 -0.99 -1.34 -1.04
O 1.91207 0.57796 0.83954 5.38 1.47 2.85
Cl 3.16407 -1.06004 -1.43646 4.02 -0.92 -1.11
O 4.05607 0.10096 -1.81746 -2.80 -2.32 -0.16
O 3.59807 -1.54304 -0.14446 -0.64 -0.20 -1.19
O 1.73707 -0.66304 -1.29746 3.01 -0.35 -2.91
O 3.36107 -2.17604 -2.48746 -0.89 3.28 2.21
Cl 0.50507 3.19996 -1.23746 0.91 0.98 -0.50
O 0.41407 3.34796 -2.76246 0.33 0.15 3.77
O -0.65393 3.80396 -0.53146 2.97 -0.98 -2.12
O 0.52507 1.69896 -0.99646 0.53 2.80 -1.14
O 1.83307 3.74796 -0.70346 -3.68 -1.03 -2.00
Cl -0.67393 2.45596 2.21954 -0.11 2.14 0.80
O -0.99493 2.04496 3.61454 0.35 -0.19 -2.27
O 0.63007 3.06996 2.18154 -0.47 -0.28 0.50
O -0.58593 1.31896 1.27154 -1.08 0.54 2.21
O -1.67793 3.37996 1.72554 1.11 -1.57 1.65
Cl -3.38193 1.96496 -0.62946 -1.44 3.14 0.22
O -3.36293 3.35596 0.00254 -0.95 -2.80 -1.47
O -4.32193 1.10596 0.15454 1.93 0.92 -1.05
O -3.90093 2.10696 -1.99646 -0.35 0.19 1.04
O -2.01093 1.51596 -0.74346 -1.81 -0.24 0.49
Cl 1.09007 -1.99304 2.74354 -0.36 -2.79 1.01
O 2.51507 -1.77704 2.41454 -2.43 -0.51 0.81
O 0.26207 -1.00604 1.95054 0.89 -1.32 2.93
O 0.60407 -3.38904 2.34454 1.92 3.90 1.66
O 0.84807 -1.78904 4.25954 0.49 -0.13 -3.87
Cl 0.13907 -3.56504 -0.97246 0.93 -0.17 2.02
O 1.40107 -3.65104 -1.76746 -2.94 -0.58 1.27
O 0.10807 -4.64704 0.14654 -0.03 2.74 -3.99
O 0.28107 -2.19404 -0.23546 -0.81 -4.46 -0.75
O -1.08793 -3.54104 -1.79246 2.45 -0.36 1.62
Cl -1.37393 -0.23804 -3.08846 -2.74 1.67 -0.05
O -1.25693 -1.56404 -3.82746 0.83 3.55 1.29
O -0.68593 -0.40004 -1.70846 -2.64 -0.94 -4.89
O -0.71593 1.05596 -3.66746 -1.72 -4.64 0.91
O -2.88893 0.00096 -2.89646 4.90 -1.09 -0.71
```
Forces are in eV/Å.

Output
* molar mass: 1073.53 g/mol
* energy relative to the best compared isomer or geometry (same formula, charge and spin): 0.0 kcal/mol
* multiplicity: 1
* HOMO-LUMO gap: 6.67 eV
* F_max: 6.67 eV/A
* E_LUMO: 10.2685 eV
* charge: -5



Question: Among the records above, which one has the lowest molar mass?
Answer: ClCr



Question: Number 6 is which compound?
Answer: ClCuFZn



What did the sixth record say?
ORCA calculation (ωB97M-V with the def2-TZVPD basis set) on a structure of composition ClCuFZn at a distorted geometry.

Structure (XYZ):
```
4
Properties=species:S:1:pos:R:3:forces:R:3
Cu -0.54943 0.75430 2.35614 0.11 -0.06 0.03
Zn 1.18770 -0.34396 -0.98677 -1.09 0.07 0.30
F 0.40101 0.01507 0.64300 0.35 0.05 -0.27
Cl -1.03929 -0.42541 -2.01237 0.63 -0.06 -0.06
```
Forces are in eV/Å.

Output
* molar mass: 183.39 g/mol
* energy relative to the best compared isomer or geometry (same formula, charge and spin): 0.0 kcal/mol
* multiplicity: 2
* HOMO-LUMO gap (spin up / spin down): 7.27 / 5.49 eV
* F_max: 1.14 eV/A
* ⟨S²⟩: 0.753
* E_LUMO (spin up / spin down): -12.4909 / -14.2651 eV
* charge: +2